Entry P
Here is a structure of composition C5H8 from OMol25. Energies are from ωB97M-V/def2-TZVPD.

Structure (ORCA input):
```
! wB97M-V def2-TZVPD RIJCOSX def2/J DEFGRID3
* xyz 0 1
C -0.624 0.926 0.343
C 0.886 -0.045 1.124
C 0.978 -1.376 0.204
C 0.218 -1.109 -0.873
C -0.693 0.170 -0.964
H -0.253 1.949 0.304
H -1.506 0.833 0.984
H 1.591 0.606 0.657
H 0.965 -0.109 2.205
H -0.059 -0.534 0.821
H 0.248 -1.721 -1.773
H -0.333 0.782 -1.799
H -1.712 -0.154 -1.197
*
```

Values from the calculation:
LUMO level = 0.0288 Eh

=====

Entry Q
Here is a cluster of 3 separate species, C5H8 in total from OMol25. Energies are from ωB97M-V/def2-TZVPD.

Structure (ORCA input):
```
! wB97M-V def2-TZVPD RIJCOSX def2/J DEFGRID3
* xyz 0 1
C -1.223 0.361 0.035
C -1.378 -0.983 0.762
C 0.006 -0.826 0.432
C 1.229 -0.731 0.160
C 2.037 0.186 -0.465
H 0.027 1.120 -0.595
H -1.441 1.219 0.667
H -1.732 0.393 -0.926
H -1.929 -1.753 0.224
H -1.644 -0.925 1.817
H 0.929 1.169 -0.785
H 2.700 0.806 0.140
H 2.418 -0.035 -1.462
*
```

Values from the calculation:
LUMO level = 0.0399 Eh

=====

Entry R
Here is the molecule C5H8 from OMol25. Energies are from ωB97M-V/def2-TZVPD.

Structure (ORCA input):
```
! wB97M-V def2-TZVPD RIJCOSX def2/J DEFGRID3
* xyz 0 1
C 1.907 -0.081 0.017
C 0.468 0.079 -0.123
C -0.343 1.114 0.030
C -1.639 0.475 -0.061
C -0.965 -0.914 0.068
H 2.105 -0.327 1.008
H 2.428 0.790 -0.362
H 2.370 -1.003 -0.420
H -0.128 2.075 0.344
H -2.251 0.819 0.734
H -2.297 0.470 -0.985
H -1.154 -1.686 -0.778
H -0.918 -1.305 0.989
*
```

Values from the calculation:
SMILES = CC1=CCC1
LUMO level = 0.0424 Eh

=====

Entry S
Here is the molecule C5H8 from OMol25. Energies are from ωB97M-V/def2-TZVPD.

Structure (ORCA input):
```
! wB97M-V def2-TZVPD RIJCOSX def2/J DEFGRID3
* xyz 0 1
C -2.008 0.454 0.691
C -0.685 0.722 0.362
C 0.489 -0.243 -0.129
C 0.306 -1.554 -0.297
C 1.741 0.534 -0.457
H -2.256 -0.654 0.659
H -2.871 1.180 0.488
H -0.519 1.795 0.200
H 1.133 -2.215 -0.315
H -0.659 -1.799 -0.528
H 2.508 -0.174 -0.905
H 1.490 1.313 -1.063
H 2.118 1.080 0.438
*
```

Values from the calculation:
SMILES = C=CC(=C)C
LUMO level = 0.0264 Eh

=====

Relative stability in eV, measured from the most stable structure: entry P 3.669; entry Q 3.459; entry R 0.182; entry S 0.000

=====

Entry P
Here is the molecule C2H4N2O3 from OMol25. Energies are from ωB97M-V/def2-TZVPD.

Structure (ORCA input):
```
! wB97M-V def2-TZVPD RIJCOSX def2/J DEFGRID3
* xyz 0 1
H 1.061 1.962 0.422
N 0.153 1.672 -0.122
C 0.180 0.417 -0.443
N 1.032 -0.607 0.166
O 2.528 -0.438 0.401
O -0.766 -0.315 -0.965
C -1.766 -0.515 -0.081
O -1.924 -0.003 1.032
H 0.848 -1.589 -0.260
H 3.087 -0.027 -0.444
H -2.482 -1.175 -0.626
*
```

Values from the calculation:
SMILES = [H]/N=C(\NO)OC=O
LUMO level = 0.0115 Eh

=====

Entry Q
Here is a structure of composition C2H4N2O3 from OMol25. Energies are from ωB97M-V/def2-TZVPD.

Structure (ORCA input):
```
! wB97M-V def2-TZVPD RIJCOSX def2/J DEFGRID3
* xyz 0 1
C -0.864 0.339 0.901
N 0.570 -1.407 -0.302
C 0.405 1.292 -0.779
O -0.332 -0.326 -0.491
O -0.573 1.546 0.662
N -1.333 -0.365 1.801
O 1.579 1.351 -0.675
H 0.763 -1.744 -1.242
H 1.435 -1.005 0.070
H -1.373 -1.356 1.591
H -0.277 1.675 -1.536
*
```

Values from the calculation:
LUMO level = 0.0241 Eh

=====

Entry R
Here is a cluster of 2 separate species, C2H4N2O3 in total from OMol25. Energies are from ωB97M-V/def2-TZVPD.

Structure (ORCA input):
```
! wB97M-V def2-TZVPD RIJCOSX def2/J DEFGRID3
* xyz 0 1
C -1.913 -0.315 0.434
N -1.003 0.723 0.390
C 0.027 1.249 0.091
O 0.920 1.969 0.003
H -1.632 -1.272 -0.198
H -2.880 -0.087 0.042
H -1.999 -0.641 1.509
O 0.835 -0.946 -1.181
N 1.560 -0.436 -0.399
O 2.822 -0.263 -0.751
H 3.262 0.019 0.060
*
```

Values from the calculation:
SMILES = CN=C=O.O=NO
LUMO level = 0.0117 Eh

=====

Relative stability in eV, measured from the most stable structure: entry P 0.279; entry Q 0.000; entry R 0.111

=====

Entry P
Here is a structure of composition C2H4N2O3 from OMol25. Energies are from ωB97M-V/def2-TZVPD.

Structure (ORCA input):
```
! wB97M-V def2-TZVPD RIJCOSX def2/J DEFGRID3
* xyz 0 1
C -1.344 -0.012 0.092
C 0.804 -0.913 -0.146
H -2.853 1.309 0.401
H -1.154 1.966 0.044
H 0.239 -1.891 -0.103
H 3.337 0.773 0.499
N -1.884 1.186 -0.207
N 2.084 -0.563 0.008
O -2.052 -1.065 -0.031
O 0.039 0.154 0.272
O 2.297 0.790 -0.132
*
```

Values from the calculation:
LUMO level = 0.0132 Eh

=====

Entry Q
Here is a structure of composition C2H4N2O3 from OMol25. Energies are from ωB97M-V/def2-TZVPD.

Structure (ORCA input):
```
! wB97M-V def2-TZVPD RIJCOSX def2/J DEFGRID3
* xyz 0 1
N 0.626 -0.304 1.021
C -1.256 -0.033 0.511
N -1.153 0.495 -0.667
C 1.042 -0.942 -0.079
O 1.108 1.015 1.078
O -2.006 -0.470 1.293
O 1.347 -0.320 -1.132
H 1.641 1.139 0.265
H -0.167 0.430 -1.152
H -1.946 0.989 -1.051
H 0.764 -2.000 -0.087
*
```

Values from the calculation:
LUMO level = 0.0005 Eh

=====

Relative stability in eV, measured from the most stable structure: entry P 1.243; entry Q 0.000

=====

Entry P
Here is a cluster of 4 separate species, C4H14O4 in total from OMol25. Energies are from ωB97M-V/def2-TZVPD.

Structure (ORCA input):
```
! wB97M-V def2-TZVPD RIJCOSX def2/J DEFGRID3
* xyz 0 1
C -1.363 -2.040 2.042
C -1.725 -1.363 0.827
C -1.804 0.013 0.677
C -2.100 0.685 -0.604
O -1.087 1.680 -0.779
H -0.239 -2.446 1.972
H -1.408 -1.646 2.988
H -2.062 -3.006 2.155
H -1.954 -1.841 -0.206
H -1.643 0.692 1.518
H -3.061 1.127 -0.757
H -1.904 -0.078 -1.516
H -0.291 1.439 -0.261
O 1.182 -1.652 -0.425
H 0.542 -1.200 0.219
H 1.265 -2.545 -0.033
O 1.840 2.357 -0.542
H 1.622 2.748 -1.428
H 2.343 1.574 -0.788
O 3.370 0.303 -0.830
H 3.703 0.185 0.031
H 2.598 -0.271 -0.949
*
```

Values from the calculation:
SMILES = C/C=C/CO.O.O.O
LUMO level = 0.0157 Eh

=====

Entry Q
Here is a cluster of 3 separate species, C4H14O4 in total from OMol25. Energies are from ωB97M-V/def2-TZVPD.

Structure (ORCA input):
```
! wB97M-V def2-TZVPD RIJCOSX def2/J DEFGRID3
* xyz 0 1
O -1.849 1.261 -0.679
C -0.633 1.344 -1.390
C 0.697 1.110 -0.669
C 1.494 -0.163 -1.034
C 1.086 -1.450 -0.232
O -0.272 -1.779 -0.670
H -1.979 2.000 -0.054
H -0.810 0.723 -2.339
H -0.762 2.370 -1.796
H 1.309 1.892 -1.178
H 0.541 1.303 0.391
H 2.596 -0.093 -0.982
H 1.268 -0.323 -2.094
H 1.045 -1.233 0.836
H 1.638 -2.281 -0.629
H -0.672 -0.917 -0.842
O -1.115 -1.669 1.928
H -1.321 -2.002 1.054
H -0.406 -2.099 2.412
O -0.530 0.734 3.063
H -0.446 1.323 2.305
H -0.880 -0.051 2.598
*
```

Values from the calculation:
SMILES = OCCCCO.O.O
LUMO level = 0.0233 Eh

=====

Relative stability in eV, measured from the most stable structure: entry P 0.548; entry Q 0.000

=====

Entry P
Here is the molecule C4H9NO2 from OMol25. Energies are from ωB97M-V/def2-TZVPD.

Structure (ORCA input):
```
! wB97M-V def2-TZVPD RIJCOSX def2/J DEFGRID3
* xyz 0 1
C 0.035 -0.277 -2.023
N -1.179 0.097 -1.391
C -1.612 -0.144 -0.231
O -1.040 -0.584 0.935
C 0.398 -0.780 1.030
C 1.116 0.501 1.431
O 1.057 1.506 0.443
H -0.102 -0.034 -3.078
H 0.890 0.253 -1.610
H 0.169 -1.365 -1.942
H -2.645 -0.209 -0.561
H 0.552 -1.538 1.808
H 0.802 -1.173 0.096
H 0.705 0.853 2.387
H 2.182 0.287 1.583
H 0.134 1.780 0.356
*
```

Values from the calculation:
SMILES = C/N=C\OCCO
LUMO level = 0.0318 Eh

=====

Entry Q
Here is the molecule C4H9NO2 from OMol25. Energies are from ωB97M-V/def2-TZVPD.

Structure (ORCA input):
```
! wB97M-V def2-TZVPD RIJCOSX def2/J DEFGRID3
* xyz 0 1
C -1.182 1.400 -0.363
C -0.274 0.385 0.327
C -0.889 -1.021 0.251
O -0.421 -1.908 1.223
N 1.052 0.487 -0.301
C 2.059 -0.413 -0.295
O 2.035 -1.550 0.152
H -0.738 2.403 -0.374
H -2.140 1.468 0.160
H -1.376 1.101 -1.400
H -0.182 0.633 1.393
H -1.965 -0.909 0.429
H -0.764 -1.407 -0.775
H 0.520 -2.053 1.014
H 1.294 1.397 -0.665
H 2.970 -0.012 -0.776
*
```

Values from the calculation:
SMILES = C[C@@H](CO)NC=O
LUMO level = 0.0264 Eh

=====

Relative stability in eV, measured from the most stable structure: entry P 2.614; entry Q 0.000

=====

Entry P
Here is the molecule C4H9NO2 from OMol25. Energies are from ωB97M-V/def2-TZVPD.

Structure (ORCA input):
```
! wB97M-V def2-TZVPD RIJCOSX def2/J DEFGRID3
* xyz 0 1
C 0.936 0.697 1.727
C 0.777 0.236 0.231
O 1.038 -1.162 0.199
C -0.630 0.585 -0.262
C -1.195 -0.030 -1.548
N -1.070 -1.382 -1.644
O -1.815 0.644 -2.353
H 0.123 0.334 2.381
H 0.906 1.782 1.735
H 1.883 0.410 2.227
H 1.536 0.748 -0.377
H 1.277 -1.182 1.132
H -1.332 0.303 0.532
H -0.683 1.668 -0.396
H -1.385 -1.812 -2.501
H -0.365 -1.840 -1.083
*
```

Values from the calculation:
SMILES = C[C@@H](O)CC(N)=O
LUMO level = 0.0276 Eh

=====

Entry Q
Here is a structure of composition C4H9NO2 from OMol25. Energies are from ωB97M-V/def2-TZVPD.

Structure (ORCA input):
```
! wB97M-V def2-TZVPD RIJCOSX def2/J DEFGRID3
* xyz 0 1
C 1.591 -1.372 1.018
C 0.390 -0.819 0.253
C -0.058 0.516 0.828
O -1.212 1.054 0.170
C -0.960 1.509 -1.349
O -0.096 2.295 -1.591
N -1.895 0.724 -1.807
H 1.350 -1.525 2.077
H 1.906 -2.335 0.605
H 2.446 -0.689 0.962
H 0.643 -0.693 -0.807
H -0.446 -1.530 0.301
H -0.318 0.428 1.888
H 0.725 1.276 0.721
H -2.134 0.766 -2.788
H -1.931 0.395 -0.482
*
```

Values from the calculation:
LUMO level = 0.0351 Eh

=====

Relative stability in eV, measured from the most stable structure: entry P 0.000; entry Q 1.733